Entry from the Open Molecules 2025 dataset: a 3-piece molecular cluster, C3H12O2S2 overall (ωB97M-V/def2-TZVPD).

XYZ file:
```
19
Properties=species:S:1:pos:R:3:forces:R:3:mulliken_charge:R:1
C -0.96663 1.76415 -1.49667 2.52 0.38 -0.42 -0.965
C -0.96325 1.34641 -0.08563 0.33 -2.24 2.02 -0.341
C 0.26735 0.43565 0.38976 -1.53 0.68 -1.92 -0.672
S -0.30114 -0.57515 1.91127 1.26 -0.62 -2.40 -0.110
S 0.32409 -2.42937 0.93977 -0.96 3.30 -3.21 -0.152
H -0.10408 1.20114 -1.91989 -0.37 0.97 -0.59 0.250
H -0.86276 2.83676 -1.52741 0.61 0.38 -0.55 0.234
H -1.80436 1.55185 -2.08873 -1.45 -0.67 -0.43 0.326
H -0.95718 2.16363 0.62950 -0.78 0.04 -0.02 0.375
H -1.75749 0.63878 0.04000 -1.06 0.27 0.62 0.238
H 0.54985 -0.15005 -0.61470 -0.08 0.72 2.86 0.380
H 0.95732 1.20754 0.71215 1.01 -0.76 -0.03 0.329
H 0.44527 -3.04827 1.97529 0.54 -2.47 4.06 0.106
O 5.23489 -0.05113 -5.18123 -2.92 -1.03 -0.53 -0.633
H 5.62511 0.48816 -4.53811 1.35 1.29 1.40 0.308
H 4.28532 -0.04150 -4.85644 1.57 -0.25 -0.87 0.325
O -3.79798 2.00158 1.42123 -1.45 1.52 1.45 -0.622
H -3.98449 1.44788 2.22737 0.20 0.99 -1.19 0.318
H -4.27985 2.89557 1.57963 1.21 -2.49 -0.25 0.306
```
Forces are in eV/Å.

The energy comes out at -1068.26911 Eh. As for the SMILES: CCCSS.O.O. For the LUMO energy, the calculation gives 0.0941 eV. For the frontier orbital gap, the calculation gives 8.46 eV.